1.
{"formula": "C23H20Br2GaN4O2S2", "method": "ωB97M-V with the def2-TZVPD basis set", "species": ["Br", "Br", "Ga", "S", "S", "O", "O", "N", "N", "N", "N", "C", "C", "C", "C", "C", "C", "C", "C", "C", "C", "C", "C", "C", "C", "C", "C", "C", "C", "C", "C", "C", "C", "C", "H", "H", "H", "H", "H", "H", "H", "H", "H", "H", "H", "H", "H", "H", "H", "H", "H", "H", "H", "H"], "positions_angstrom": [[5.379, 2.523, -0.929], [4.765, 1.210, 4.566], [0.689, 1.401, -1.121], [-1.385, 2.547, -1.270], [-2.989, -6.809, -0.628], [2.341, 2.261, -0.865], [-0.726, -7.031, 0.673], [0.298, 4.682, -0.806], [1.070, 1.837, -3.261], [-1.820, 5.168, -0.857], [0.762, 1.467, 1.085], [0.344, -0.502, -1.261], [-0.358, -3.988, -1.785], [-1.041, -5.182, -1.665], [-0.934, 4.161, -0.966], [-1.733, -7.604, 0.377], [-2.180, -5.242, -0.876], [2.070, 1.614, 1.390], [0.331, 0.912, 3.355], [-1.999, -2.916, -0.368], [-3.244, 5.019, -0.982], [-1.134, 6.330, -0.620], [-2.673, -4.112, -0.238], [0.186, 6.032, -0.589], [3.991, 1.503, 2.854], [-0.828, -2.851, -1.129], [1.660, 1.034, 3.683], [4.261, 2.071, 0.533], [4.807, 1.827, 1.798], [-2.120, -8.994, 0.759], [-0.163, -1.605, -1.209], [2.591, 1.377, 2.685], [2.899, 1.999, 0.308], [-0.078, 1.109, 2.032], [1.042, 6.660, -0.442], [-1.111, 0.969, 1.738], [-3.622, 4.346, -0.212], [-2.278, -9.036, 1.835], [-2.360, -2.022, 0.118], [-3.024, -9.320, 0.251], [5.876, 1.904, 1.938], [0.269, 1.958, -3.881], [-3.731, 5.987, -0.886], [-0.399, 0.641, 4.101], [-3.489, 4.584, -1.952], [1.576, 1.017, -3.597], [0.539, -3.935, -2.382], [-1.637, 7.265, -0.489], [1.703, 2.630, -3.380], [-3.570, -4.174, 0.360], [-1.294, -9.664, 0.522], [1.163, 4.146, -0.836], [-0.692, -6.068, -2.174], [1.995, 0.866, 4.695]], "forces_ev_per_angstrom": [[-0.08, -0.05, 0.29], [-0.11, 0.04, -0.28], [-0.51, -0.59, -0.15], [0.08, -0.40, 0.04], [-0.13, 0.23, -0.23], [-0.51, 0.18, -0.55], [0.27, -0.30, 0.26], [-0.36, -0.20, -0.07], [0.25, -0.13, 0.02], [0.84, -0.37, 0.01], [-0.19, -0.09, -0.15], [-0.10, 0.27, 0.06], [-0.02, 0.05, 0.01], [-0.05, 0.14, 0.02], [0.06, -0.12, 0.00], [-0.15, 0.50, -0.24], [-0.26, -0.44, 0.09], [0.37, -0.01, 0.39], [0.27, -0.04, 0.15], [0.15, 0.02, -0.12], [-0.74, -0.29, -0.08], [0.65, 0.42, 0.10], [0.04, -0.05, -0.04], [-0.26, 0.51, 0.06], [0.36, 0.03, 0.07], [-0.34, -0.47, 0.13], [-0.33, -0.01, -0.09], [-0.50, 0.17, -0.60], [-0.12, -0.11, 0.55], [0.12, -0.31, 0.12], [0.49, 0.99, -0.20], [0.01, 0.10, -0.35], [0.89, 0.02, 0.38], [-0.03, 0.08, -0.24], [0.07, 0.09, 0.05], [-0.04, 0.01, -0.02], [0.03, 0.06, 0.03], [-0.02, 0.03, 0.08], [-0.04, 0.03, 0.05], [-0.01, -0.02, -0.01], [-0.02, -0.01, 0.01], [0.12, 0.03, 0.27], [0.14, -0.02, 0.00], [-0.06, -0.02, 0.05], [0.01, 0.08, 0.00], [-0.03, 0.08, 0.02], [0.09, 0.05, -0.04], [-0.08, 0.19, 0.01], [-0.18, -0.17, 0.01], [-0.04, -0.05, 0.06], [-0.01, -0.02, -0.02], [-0.11, -0.04, 0.04], [0.04, -0.06, 0.02], [0.03, -0.03, 0.04]], "homo_energy_ha": -0.3896, "total_charge": 1, "de_lowest_ev": 0.000, "lumo_ev": -3.0}

---

2.
{"formula": "C6H10NS", "method": "ωB97M-V with the def2-TZVPD basis set", "species": ["S", "N", "C", "C", "C", "C", "C", "C", "H", "H", "H", "H", "H", "H", "H", "H", "H", "H"], "positions_angstrom": [[0.420, -0.272, 1.735], [-0.001, 0.342, -0.741], [-2.256, -0.096, 0.691], [1.416, 0.026, -0.755], [1.840, -0.556, 0.529], [-0.430, 1.706, -0.166], [1.535, -1.407, -0.617], [-0.741, 0.168, 0.600], [2.295, -2.038, -1.067], [0.562, -1.890, -0.530], [2.742, -0.526, 1.028], [-2.759, 0.589, 1.423], [0.212, 2.295, 0.411], [-1.278, 2.147, -0.566], [-2.351, -1.151, 1.171], [2.001, 0.811, -1.327], [-2.662, -0.070, -0.370], [-0.545, -0.077, -1.449]], "forces_ev_per_angstrom": [[2.12, -1.33, 1.96], [-1.16, 2.64, 2.53], [0.74, -2.26, 0.19], [0.95, 2.47, -1.42], [-3.56, 0.45, 1.24], [-0.73, -5.12, 1.34], [0.21, -2.78, -0.41], [-0.33, 4.66, -2.85], [0.04, 0.36, -0.04], [0.25, -0.29, -0.27], [1.93, 0.49, 0.50], [0.59, -0.30, -1.07], [1.60, 0.37, 0.18], [-1.28, 0.53, -1.13], [-0.19, 1.59, -1.16], [-0.60, -1.48, 0.53], [0.01, 0.02, 1.54], [-0.59, -0.02, -1.64]], "homo_energy_ha": -0.4723, "smiles": "C[C@]12C[N@H+]1[C@@H]1C[C@@H]1S2", "total_charge": 1, "de_lowest_ev": 2.740, "lumo_ev": -3.1}

---

3.
{"formula": "C7H4NO4S2", "method": "ωB97M-V with the def2-TZVPD basis set", "species": ["S", "S", "O", "O", "O", "O", "N", "C", "C", "C", "C", "C", "C", "C", "H", "H", "H", "H"], "positions_angstrom": [[-0.331, 2.354, 2.217], [3.572, -0.289, -0.282], [0.165, -2.720, -2.587], [3.492, 1.054, 0.358], [1.962, -0.743, -0.746], [-1.180, -2.924, -0.739], [-0.327, -0.781, -1.161], [0.753, -0.348, -0.491], [0.945, 1.351, 1.547], [-1.050, 0.636, 0.469], [-0.507, -2.489, -1.630], [-1.557, 1.612, 1.263], [-1.466, -0.203, -0.644], [0.405, 0.629, 0.550], [-2.170, -0.932, -0.191], [-2.012, 0.317, -1.470], [-2.582, 2.035, 1.327], [1.889, 1.441, 2.212]], "forces_ev_per_angstrom": [[0.20, -0.73, -0.04], [0.76, -0.69, 0.00], [-0.36, -0.22, -0.30], [0.05, 1.24, 0.58], [-2.41, -0.76, -0.87], [-0.65, -0.75, -0.17], [3.19, -0.47, -0.01], [1.72, -0.42, -0.35], [0.79, 1.64, 2.62], [1.60, 3.01, 0.51], [1.16, 0.29, 0.44], [-1.23, 0.50, 0.20], [-3.53, 0.33, 0.25], [-1.25, -1.76, -0.51], [0.31, -0.12, -0.68], [0.13, -0.05, 0.73], [0.86, -0.60, -0.10], [-1.35, -0.47, -2.31]], "homo_energy_ha": [-0.1041, -0.1041], "total_charge": -1, "de_lowest_ev": 0.000, "lumo_ev": [2.7, 2.7]}